{"formula": "C16H23Cl24FN5", "method": "ωB97M-V/def2-TZVPD", "e_tot_ev": -327661.452, "gap_ev": 7.752, "homo_ev": -11.89, "total_charge": 1, "symbols": ["H", "H", "H", "H", "N", "H", "Cl", "C", "Cl", "C", "H", "C", "Cl", "Cl", "H", "H", "Cl", "Cl", "H", "N", "H", "C", "C", "C", "N", "C", "H", "H", "H", "Cl", "Cl", "Cl", "C", "N", "C", "Cl", "C", "C", "H", "H", "Cl", "F", "Cl", "C", "Cl", "H", "Cl", "Cl", "H", "C", "C", "Cl", "H", "C", "Cl", "H", "H", "H", "Cl", "Cl", "Cl", "C", "H", "Cl", "N", "Cl", "H", "Cl", "Cl"], "coordinates": [[1.270, -2.529, 1.577], [-3.638, -1.167, 1.264], [-1.294, -1.070, -2.791], [2.716, -2.224, -0.778], [1.155, 1.392, 1.572], [2.080, 1.363, 1.989], [3.695, -4.974, -12.223], [-1.886, 4.544, 0.715], [-1.151, -4.369, -6.561], [-3.826, -0.495, 0.431], [-1.631, -1.680, 0.800], [-2.918, 4.467, 9.885], [-2.311, 3.121, 8.913], [2.963, -2.753, -10.541], [1.216, -0.100, -1.775], [-0.089, -3.203, 0.032], [-3.584, 4.974, 0.855], [6.456, 2.293, 2.648], [0.167, -0.480, -3.658], [-4.863, -1.110, -0.405], [-0.827, -0.567, 2.352], [-0.066, -2.567, -0.844], [-2.508, -0.174, -0.322], [-0.005, -1.084, -0.514], [0.225, -0.157, -1.596], [5.045, 1.283, 2.901], [-4.995, -0.537, -1.231], [-4.258, 0.439, 0.779], [-4.524, -1.995, -0.769], [-1.308, -1.512, -6.206], [-1.558, 5.262, 10.682], [-4.047, 3.866, 11.098], [-1.282, -0.746, 0.358], [1.086, -0.709, 0.454], [-1.255, 1.022, -3.206], [5.262, 0.274, 4.322], [-0.213, -2.899, -6.319], [0.757, 2.642, 6.389], [-1.008, -2.730, -1.366], [-2.404, 0.905, -0.383], [1.846, -5.370, -10.049], [3.111, -3.650, 0.550], [0.536, 2.728, 4.626], [0.530, 0.287, 1.222], [3.611, 2.310, 3.119], [3.913, -1.790, 0.491], [4.774, 0.250, 1.482], [-0.131, 1.246, 7.004], [2.360, -1.239, 1.980], [3.284, -4.493, -10.579], [2.987, -2.301, 0.271], [2.473, 2.447, 6.748], [0.706, 2.279, 1.384], [1.871, -1.734, 1.138], [-1.661, 2.861, 1.251], [-2.615, -0.541, -1.336], [-0.772, 1.842, -2.682], [0.711, -2.880, -1.536], [0.897, -2.670, -7.661], [0.707, -3.035, -4.808], [-0.906, 5.604, 1.728], [-0.537, -0.299, -2.854], [-1.242, 1.205, -4.275], [4.631, -4.862, -9.499], [-0.791, 0.035, 1.537], [-1.365, 4.677, -0.966], [-2.280, 1.008, -2.847], [0.158, 4.123, 7.116], [-3.740, 5.622, 8.831]]}

{"formula": "C16H23Cl4N3", "method": "ωB97M-V/def2-TZVPD", "e_tot_ev": -71524.008, "smiles": "c1cc[nH]c1.c1cc[nH]c1.c1cc[nH]c1.ClCCCl.ClCCCl", "gap_ev": 8.463, "homo_ev": -8.10, "symbols": ["H", "N", "C", "C", "H", "C", "H", "H", "C", "H", "C", "H", "H", "Cl", "N", "C", "H", "H", "C", "H", "N", "H", "C", "H", "H", "H", "C", "H", "C", "H", "H", "H", "H", "H", "H", "C", "H", "Cl", "Cl", "C", "Cl", "C", "C", "C", "C", "H"], "coordinates": [[-6.200, 1.424, 2.027], [-3.432, -0.182, 2.114], [-5.336, -0.135, 3.302], [-1.271, -2.164, -3.674], [-3.610, -1.347, 3.949], [-4.076, -0.668, 3.250], [-1.772, 1.434, -0.019], [-2.017, -1.188, -0.210], [3.416, 1.008, 2.445], [-2.529, -0.380, 1.706], [-0.959, 0.733, 0.097], [0.857, 1.878, 0.691], [-1.951, -1.318, -3.570], [3.908, 2.778, -3.455], [0.990, -0.218, 0.547], [3.009, -1.188, 2.501], [0.384, -2.216, 0.493], [-1.475, -2.579, -4.661], [0.164, -1.653, -3.415], [4.129, -1.694, 0.712], [2.776, 0.008, 3.111], [-6.103, -0.292, 4.046], [1.313, 2.369, -2.757], [1.300, 3.450, -2.619], [2.752, 0.879, -2.802], [2.023, -0.043, 3.782], [3.812, -0.921, 1.396], [-3.917, 1.259, 0.640], [4.124, 0.421, 1.422], [1.921, -0.376, 0.907], [4.720, 0.984, 0.719], [3.090, 1.988, -1.459], [0.371, -1.275, -2.414], [0.560, 1.991, -2.066], [2.544, -2.062, 2.933], [0.348, 0.954, 0.462], [3.452, 2.035, 2.778], [0.837, 2.074, -4.427], [1.186, -3.158, -3.614], [2.728, 1.921, -2.484], [-1.764, -3.318, -2.367], [-4.264, 0.722, 1.510], [0.061, -1.198, 0.333], [-1.138, -0.607, 0.027], [-5.381, 0.763, 2.267], [0.420, -0.894, -4.154]]}

{"formula": "C16H23IrN3O5S", "method": "ωB97M-V/def2-TZVPD", "e_tot_ev": -45326.096, "de_lowest_kj_mol": 0.0, "gap_ev": [8.286, 5.162], "homo_ev": [-14.54, -14.73], "spin_multiplicity": 6, "total_charge": 2, "symbols": ["C", "H", "H", "H", "N", "S", "O", "H", "O", "H", "Ir", "H", "H", "N", "N", "C", "C", "H", "C", "C", "O", "C", "H", "C", "H", "H", "O", "C", "H", "H", "C", "H", "H", "C", "C", "C", "H", "C", "C", "H", "C", "C", "H", "H", "H", "H", "O", "H", "H"], "coordinates": [[0.997, 1.076, 2.619], [-0.648, -3.675, -1.163], [-0.111, 2.644, 4.406], [-2.724, -1.412, 1.284], [2.250, -0.741, 2.113], [3.241, -0.490, -0.367], [0.532, 2.155, -0.039], [3.979, -2.539, 2.494], [-1.655, 0.775, -1.023], [-2.627, 0.166, -2.747], [0.776, 0.009, -0.558], [-1.811, 5.496, 1.712], [2.119, -3.077, -2.800], [3.959, -2.160, 1.558], [1.408, 0.205, 1.748], [-0.977, 4.160, 3.183], [3.109, -1.194, 1.245], [-1.297, -3.264, 1.121], [0.155, -3.368, -0.485], [-1.236, 4.597, 1.868], [1.033, -2.469, -1.156], [-0.470, -2.663, 0.727], [0.712, -4.253, -0.158], [-0.561, 0.578, -3.174], [-2.205, 1.900, -2.669], [0.357, -3.342, -2.909], [-0.934, -1.422, 0.224], [-1.999, -0.720, 0.843], [-1.617, -0.051, 1.626], [1.873, -0.696, -3.235], [-0.281, 2.990, 3.397], [0.271, -2.508, 1.522], [-1.327, 4.743, 4.020], [0.020, 2.705, 0.962], [-0.754, 3.908, 0.796], [0.966, -1.312, -3.300], [-3.384, 0.794, 0.118], [0.213, 2.223, 2.334], [-2.658, 0.081, -0.292], [0.195, 1.357, -2.994], [1.136, -2.653, -2.568], [-1.865, 0.886, -2.429], [4.730, -2.369, 0.942], [1.350, 0.961, 3.646], [0.741, -1.497, -4.357], [-0.926, 4.241, -0.216], [-0.123, -0.670, -2.663], [-3.178, -0.619, -0.954], [-0.752, 0.514, -4.251]]}

{"formula": "C16H23N3O2S", "method": "ωB97M-V/def2-TZVPD", "e_tot_ev": -36348.781, "de_lowest_kj_mol": 1801.1, "gap_ev": 7.584, "homo_ev": -7.31, "symbols": ["H", "C", "H", "N", "C", "O", "N", "H", "H", "H", "C", "H", "H", "C", "C", "H", "H", "C", "C", "S", "H", "H", "H", "C", "C", "H", "H", "C", "H", "N", "H", "H", "H", "O", "H", "C", "C", "H", "C", "C", "H", "C", "H", "H", "C"], "coordinates": [[-5.711, -2.605, -1.350], [-1.166, 1.241, 1.120], [-3.976, -3.150, -1.094], [2.978, -0.944, 0.008], [2.234, 3.190, -1.226], [-1.355, 0.502, -0.301], [3.896, -2.606, 0.349], [-3.407, 0.896, -0.298], [-4.831, -1.825, -0.090], [1.318, 0.584, 1.704], [-2.616, 0.073, -0.275], [1.032, 0.141, -1.575], [-0.087, 1.840, 3.458], [0.607, -1.090, 0.938], [-2.632, -0.446, -1.654], [0.686, 2.606, -2.594], [0.172, -2.085, 1.203], [3.279, 2.921, -0.147], [-4.592, -2.192, -0.972], [5.483, -0.949, -0.680], [-2.511, 0.252, -2.350], [-2.204, -1.241, -1.595], [-0.310, 1.941, 0.863], [-4.050, -1.038, -1.943], [0.639, -0.217, 1.914], [4.369, 1.460, 0.740], [3.952, 3.466, 0.136], [1.365, 2.288, -1.508], [-4.151, -1.424, -2.823], [2.623, -2.985, 0.644], [1.008, -0.746, 2.968], [2.191, 4.246, -1.420], [-5.046, -0.129, -1.588], [-0.816, 1.078, 3.325], [-1.498, -0.525, 2.319], [1.945, -1.559, 0.434], [2.681, 0.505, -0.343], [4.441, -3.499, 0.481], [4.130, -1.473, -0.309], [1.697, 0.986, -1.263], [-1.937, 2.128, 1.423], [3.635, 1.665, 0.033], [0.171, -0.921, 0.129], [-2.821, -0.624, 0.806], [-0.814, 0.264, 2.402]]}

{"formula": "C16H23N3O5", "method": "ωB97M-V/def2-TZVPD", "e_tot_ev": -31673.242, "smiles": "CC[C@H](C)[C@H](NC(C)=O)C(=O)NC.O=C(O)c1cc2occc2[nH]1", "de_lowest_kj_mol": 92.9, "gap_ev": 8.904, "homo_ev": -8.34, "symbols": ["N", "C", "C", "H", "C", "O", "H", "C", "O", "H", "H", "C", "H", "H", "C", "H", "O", "C", "N", "H", "H", "C", "O", "H", "H", "N", "C", "H", "C", "H", "C", "H", "C", "H", "H", "H", "C", "O", "C", "H", "C", "H", "H", "H", "C", "H", "H"], "coordinates": [[-5.509, -0.862, 3.683], [1.114, -0.178, -1.552], [4.863, 0.845, -0.322], [3.218, -0.322, -1.882], [-4.298, -3.213, 3.543], [4.024, 3.053, -0.170], [-0.223, -0.555, 1.689], [0.978, -1.646, -2.010], [1.538, 0.386, -4.337], [-0.021, -2.020, -1.787], [-6.494, -1.039, 3.886], [-2.948, -3.330, 3.258], [4.712, 2.173, -5.614], [2.189, 2.469, -1.546], [2.491, 0.651, -3.612], [-2.829, 0.998, 3.029], [-2.336, -2.094, 3.072], [-4.510, -1.801, 3.524], [2.803, 1.681, -1.403], [-5.015, -4.005, 3.730], [0.973, 0.957, 0.288], [-3.569, 0.228, 3.225], [-5.082, 2.724, 3.528], [1.117, -1.734, -3.087], [1.925, -0.524, 0.430], [3.587, 1.254, -4.091], [1.023, -0.093, -0.006], [5.325, 0.504, -1.246], [-0.190, -0.789, 0.625], [-2.424, -4.278, 3.185], [-4.924, 0.404, 3.498], [2.947, 2.308, -5.787], [-5.672, 1.658, 3.575], [4.367, 0.017, 0.180], [1.717, -2.270, -1.507], [5.631, 1.253, 0.335], [3.764, 1.649, -5.487], [-7.013, 1.559, 3.719], [2.449, 0.420, -2.086], [3.749, 0.764, -6.126], [-3.354, -1.202, 3.250], [0.282, 0.395, -1.967], [-7.316, 2.479, 3.757], [4.307, 1.503, -3.432], [3.854, 1.934, -0.624], [-0.112, -1.871, 0.515], [-1.108, -0.436, 0.156]]}